{"formula": "C2H5N3S", "method": "ωB97M-V/def2-TZVPD", "symbols": ["C", "C", "N", "N", "N", "S", "H", "H", "H", "H", "H"], "xyz": [[2.04706, -0.21757, 0.59866], [-1.25708, 0.78261, 0.16073], [2.17855, -0.92545, -0.35097], [-1.05317, 0.19155, -1.08680], [-0.85660, -0.98347, -1.17916], [1.99978, 0.43131, 1.99280], [-2.40587, 0.98706, 0.22800], [-0.95279, 0.21664, 1.00023], [-0.78147, 1.86330, 0.23504], [1.86409, -0.75248, -1.35118], [-0.78251, -1.59350, -0.24734]], "max_force_ha_per_bohr": 0.0939, "e_lumo_ev": 0.51, "spin_multiplicity": 1, "smiles": "[H]/N=N\\C.N=C=S", "energy_ha": -641.56828, "orbital_gap_ev": 9.722}



{"formula": "C4H8NS", "method": "ωB97M-V/def2-TZVPD", "symbols": ["C", "C", "C", "C", "N", "S", "H", "H", "H", "H", "H", "H", "H", "H"], "xyz": [[1.23942, 0.38687, -0.35897], [2.53377, 0.20667, -0.20244], [-2.61897, 1.29594, -1.80027], [-0.35161, -1.35149, 1.40078], [-2.03114, 0.89353, -0.88554], [0.03805, 0.45294, 1.15570], [2.84987, 0.11171, 0.78729], [3.03073, 0.07828, -1.11441], [0.69836, 0.42471, -1.19763], [-3.10477, 1.72822, -2.62427], [0.32472, -1.94919, 0.74120], [-1.35729, -1.47769, 1.21973], [-1.15011, 0.88230, 0.41852], [-0.10104, -1.68280, 2.46031]], "max_force_ha_per_bohr": 0.0825, "e_lumo_ev": -3.26, "spin_multiplicity": 1, "total_charge": 1, "energy_ha": -609.79467, "orbital_gap_ev": 11.742}



{"formula": "C10H12O3P", "method": "ωB97M-V/def2-TZVPD", "symbols": ["C", "C", "C", "C", "C", "C", "C", "C", "C", "C", "O", "O", "O", "P", "H", "H", "H", "H", "H", "H", "H", "H", "H", "H", "H", "H"], "xyz": [[0.02862, 2.87755, -0.79419], [-0.37072, 2.04758, -1.83504], [-0.49094, 2.65024, 0.48764], [-1.49714, 1.17657, -1.65632], [-1.35398, 1.56035, 0.70497], [-1.95101, 0.88395, -0.38899], [0.00878, -1.91955, -0.40738], [2.62087, -1.77077, -0.20087], [1.16203, -1.53432, 1.82195], [1.19095, -1.31216, 0.27823], [-4.03938, -0.97856, -0.79761], [0.12243, -2.62858, -1.39039], [-3.10732, -0.81090, 1.59527], [-2.96222, -0.56422, 0.14106], [0.89903, 3.57408, -1.09764], [0.19362, 1.99146, -2.80237], [-0.22558, 3.30870, 1.22475], [-1.96352, 0.54350, -2.51631], [-1.61966, 1.55159, 1.73287], [2.62519, -2.66935, -0.72380], [3.25787, -1.94553, 0.60953], [2.96352, -0.95299, -0.81103], [2.00388, -0.90353, 2.14217], [1.25286, -2.63460, 2.21246], [0.21562, -1.33711, 2.30855], [1.03618, -0.20340, 0.16251]], "max_force_ha_per_bohr": 0.0638, "e_lumo_ev": [3.27, 3.26], "spin_multiplicity": 1, "total_charge": -1, "energy_ha": -955.30607, "orbital_gap_ev": [5.250, 6.628]}



{"formula": "C13H21AlNO3Se2", "method": "ωB97M-V/def2-TZVPD", "symbols": ["Al", "O", "C", "C", "C", "C", "C", "C", "C", "C", "N", "H", "H", "H", "H", "H", "H", "H", "H", "H", "H", "H", "O", "C", "C", "C", "O", "C", "Se", "C", "Se", "H", "H", "H", "H", "H", "H", "H", "H", "H", "H"], "xyz": [[-0.13100, 0.25005, -0.60241], [-0.71772, 1.25564, -2.22810], [-1.98725, 1.78860, -2.71174], [-2.57055, 2.76549, -1.71273], [-2.52664, 2.20772, -0.28073], [-3.00031, 0.78048, -0.21675], [-4.31518, 0.45655, 0.06876], [-4.70989, -0.87170, 0.07660], [-3.77249, -1.85818, -0.19138], [-2.47564, -1.47548, -0.45157], [-2.09742, -0.18582, -0.48278], [0.05074, 1.71120, -2.60751], [-2.63206, 0.92411, -2.85436], [-1.80556, 2.24011, -3.68402], [-3.60556, 2.95479, -2.00557], [-2.04841, 3.72222, -1.74741], [-3.13764, 2.82647, 0.37466], [-1.51051, 2.27329, 0.12653], [-5.01750, 1.24713, 0.29406], [-5.73490, -1.13442, 0.30104], [-4.03075, -2.90662, -0.18438], [-1.70039, -2.21033, -0.62878], [3.74508, -2.30989, -0.60096], [2.81144, -2.11229, 0.45001], [2.99004, -0.72941, 1.08058], [4.35109, -0.71424, 1.81618], [4.43025, -1.68804, 2.84100], [1.91964, -0.46566, 2.13285], [0.02024, -0.37144, 1.61616], [3.09942, 0.38924, 0.04215], [1.96496, 0.31130, -1.56842], [4.37965, -2.98312, -0.34391], [2.92211, -2.86763, 1.23016], [1.80680, -2.20612, 0.03245], [4.55260, 0.29050, 2.20174], [5.12805, -0.95093, 1.08783], [4.25379, -1.28424, 3.69453], [2.13449, 0.46348, 2.66067], [1.93227, -1.27492, 2.86172], [4.09576, 0.38354, -0.39634], [2.93896, 1.35854, 0.51017]], "max_force_ha_per_bohr": 0.0047, "e_lumo_ev": -3.43, "spin_multiplicity": 1, "total_charge": 1, "energy_ha": -5833.61949, "orbital_gap_ev": 7.945}



{"formula": "C3H3NOS", "method": "ωB97M-V/def2-TZVPD", "symbols": ["C", "C", "C", "H", "H", "H", "N", "O", "S"], "xyz": [[0.82970, -0.27609, 0.06691], [-1.30978, -0.79110, -0.06115], [-1.12977, 0.57451, -0.12638], [2.68716, 1.06921, 0.21167], [-2.16431, -1.38519, -0.00428], [-1.71866, 1.45352, -0.01006], [0.04231, -1.27805, 0.00156], [0.13778, 0.86184, 0.00235], [2.62556, -0.22865, -0.08063]], "max_force_ha_per_bohr": 0.0915, "e_lumo_ev": 0.69, "spin_multiplicity": 1, "smiles": "Sc1ncco1", "energy_ha": -644.26094, "orbital_gap_ev": 9.637}



{"formula": "C9H14O", "method": "ωB97M-V/def2-TZVPD", "symbols": ["C", "C", "C", "C", "C", "C", "C", "O", "H", "H", "H", "H", "H", "H", "H", "H", "C", "C", "H", "H", "H", "H", "H", "H"], "xyz": [[2.13720, 2.11258, 0.40314], [0.46346, -1.12999, -0.70379], [1.28627, -1.42886, -1.77883], [0.70012, 0.05186, 0.01650], [1.76999, 0.85204, -0.35243], [2.21408, -0.53454, -2.31637], [2.36048, 0.62609, -1.58462], [0.99203, -2.62906, -2.40226], [-0.27986, -1.77070, -0.24849], [-0.01154, 0.41614, 0.74904], [2.82700, -0.80001, -3.16297], [1.74016, -3.23537, -2.54707], [2.49264, 1.67972, 1.35447], [1.24067, 2.67581, 0.66543], [3.13779, 1.31110, -1.90762], [2.97010, 2.64660, -0.03325], [-3.40827, -0.80860, 1.45072], [-3.16089, 0.64202, 2.04023], [-3.13136, -1.56053, 2.18039], [-4.37947, -0.82067, 0.97636], [-2.63848, -1.04401, 0.70663], [-3.15457, 0.40346, 3.09890], [-3.94808, 1.32087, 1.72110], [-2.21946, 1.02403, 1.67477]], "max_force_ha_per_bohr": 0.0437, "e_lumo_ev": 0.91, "spin_multiplicity": 1, "smiles": "Cc1ccc(O)cc1.CC", "energy_ha": -426.53000, "orbital_gap_ev": 9.450}